(P)
DFT (ωB97M-V with the def2-TZVPD basis set) results for the molecule C6H11N.

Element x y z (Å)
N 0.8973 -0.7210 -1.2733
C 2.1210 -0.0236 0.8182
C -1.6163 -1.5662 -0.5102
C -0.5820 1.9604 0.5629
C 0.9522 -0.0345 -0.1177
C -0.2818 0.5940 0.0335
C -1.1352 -0.1747 -0.8021
H -1.7836 -2.1309 -1.4298
H 2.3262 -1.0305 1.1950
H -1.8309 0.3715 -1.4503
H 3.0231 0.3378 0.3204
H 1.9300 0.6159 1.6809
H -2.5803 -1.5043 0.0101
H -1.1143 2.5614 -0.1834
H 0.3324 2.4992 0.8176
H -0.9203 -2.1103 0.1270
H 1.4691 -1.5778 -1.2600
H -1.2065 1.9338 1.4609

Output
Kohn-Sham gap (alpha / beta): 8.49 / 8.49 eV
charge: 0
LUMO level (alpha / beta): 0.8 / 0.8 eV
2S+1: 1
SMILES: [H]/N=C(C)/C(C)=C\C

These are the Löwdin partial charges, in e, on atoms 1 to 8:
1 N 0.112
2 C -0.034
3 C -0.105
4 C -0.059
5 C -0.410
6 C -0.285
7 C -0.077
8 H 0.074

=====

(Q)
DFT (ωB97M-V with the def2-TZVPD basis set) results for the molecule C6H11N.

Element x y z (Å)
N -1.6698 -0.3723 0.4991
C -0.5291 -0.3470 -0.2459
C -0.6371 -1.0541 -1.5720
C 0.6397 0.1746 0.1983
C 2.8079 1.2079 -0.3429
C -1.7177 0.1682 1.8288
C 1.8011 0.3954 -0.6621
H -2.4420 -0.9127 0.1589
H -0.2127 -0.4795 -2.3879
H -1.6546 1.2584 1.8704
H -1.6846 -1.2971 -1.7511
H -2.6104 -0.1849 2.3339
H 2.8035 1.8169 0.5492
H 3.7421 1.1975 -0.8874
H 0.5830 0.8365 1.0528
H -0.1396 -2.0231 -1.4751
H 1.8032 -0.1587 -1.5929
H -0.8830 -0.2259 2.4262

Output
Kohn-Sham gap: 8.19 eV
charge: 0
LUMO level: 1.0 eV
2S+1: 1
SMILES: C=C/C=C(\C)NC

These are the Löwdin partial charges, in e, on atoms 1 to 8:
1 N -0.049
2 C -0.357
3 C -0.031
4 C -0.099
5 C -0.025
6 C -0.108
7 C -0.204
8 H 0.119

=====

(R)
DFT (ωB97M-V with the def2-TZVPD basis set) results for the molecule C6H11N.

Element x y z (Å)
N -0.1206 1.1427 0.0877
C -1.5870 0.6900 -0.0310
C 3.0817 -0.4310 -1.1732
C 0.8055 0.6040 -0.7969
C -2.9801 -0.9345 1.3390
C 1.9556 0.0210 -0.4279
C -1.9459 -0.0502 1.2160
H -1.7779 0.1058 -0.9428
H 4.0998 -0.6697 -0.6727
H 3.5671 0.2641 -1.8156
H -3.6452 -1.3536 0.7017
H 0.5173 0.7838 -1.8603
H -3.1802 -1.2068 2.3734
H 0.2171 1.1414 0.9858
H -1.3556 -0.0687 2.1390
H -2.2383 1.5599 -0.0973
H 2.7185 -1.4153 -1.7404
H 1.8683 -0.1830 0.7155

Output
Kohn-Sham gap: 9.00 eV
charge: 0
LUMO level: 1.2 eV
2S+1: 1
SMILES: C=CCN/C=C/C

These are the Löwdin partial charges, in e, on atoms 1 to 8:
1 N -0.043
2 C -0.169
3 C -0.166
4 C -0.208
5 C 0.014
6 C -0.225
7 C -0.161
8 H 0.121

=====

(S)
DFT (ωB97M-V with the def2-TZVPD basis set) results for the molecule C6H11N.

Element x y z (Å)
N 0.8785 0.6644 1.2058
C 1.5816 -0.1237 0.2961
C -0.3851 1.3553 0.9569
C -1.4234 0.6454 0.0955
C 2.7830 0.1339 -0.2233
C -1.7119 -1.5258 -1.2726
C -1.3582 -0.6693 -0.0792
H -0.8562 1.5691 1.9239
H 3.3585 0.9313 0.2405
H -2.2334 1.3124 -0.1811
H -0.8310 -2.1318 -1.4768
H -1.8908 -0.8717 -2.1280
H -0.8911 -1.2339 0.7210
H 1.5111 1.3667 1.5730
H -2.6081 -2.1323 -1.1556
H 3.1628 -0.5158 -0.9942
H 1.0869 -1.0623 0.0732
H -0.1734 2.2881 0.4250

Output
Kohn-Sham gap: 9.15 eV
charge: 0
LUMO level: 1.1 eV
2S+1: 1
SMILES: C=CNC/C=C/C

These are the Löwdin partial charges, in e, on atoms 1 to 8:
1 N -0.057
2 C -0.258
3 C -0.214
4 C -0.106
5 C -0.001
6 C -0.089
7 C -0.196
8 H 0.113

=====

Relative stability in kJ/mol, measured from the most stable structure: (P) 148.6; (Q) 0.0; (R) 180.7; (S) 133.7

=====

(P)
DFT (ωB97M-V with the def2-TZVPD basis set) results for the molecule C6H11N.

Element x y z (Å)
N -1.4047 -0.7979 -2.3708
C 0.3668 0.2854 0.3865
C -0.7509 0.9040 -0.4724
C -1.1328 -0.0415 -1.5380
C -0.0423 -1.0255 1.0820
C 1.0341 -2.1127 1.0066
C -0.3391 2.2456 -1.0868
H -1.1388 2.6710 -1.6992
H -0.9630 -1.4074 0.6259
H -0.0941 2.9575 -0.2935
H 1.6321 -2.0034 0.0963
H 1.7188 -2.0656 1.8563
H 0.5448 2.1228 -1.7200
H 1.2296 0.1090 -0.2687
H -1.6397 1.0492 0.1556
H 0.5867 -3.1084 0.9886
H -0.2896 -0.8187 2.1303
H 0.6819 1.0364 1.1213

Output
Kohn-Sham gap: 12.35 eV
charge: 0
LUMO level: 1.0 eV
2S+1: 1
SMILES: CCC[C@@H](C)C#N

These are the Löwdin partial charges, in e, on atoms 1 to 8:
1 N 0.156
2 C -0.191
3 C -0.375
4 C -0.211
5 C -0.252
6 C -0.106
7 C -0.068
8 H 0.084

=====

(Q)
DFT (ωB97M-V with the def2-TZVPD basis set) results for a structure of composition C6H11N.

Element x y z (Å)
N -0.7753 1.6558 0.3042
C -1.9576 0.4441 -0.5768
C 0.3650 1.4121 0.8037
C 2.4256 0.0772 0.2547
C 0.9372 0.0031 0.6293
C -1.3755 -0.8509 -0.1056
C 0.1434 -0.8656 -0.3440
H -1.5693 2.2094 0.1341
H 0.8811 -0.4503 1.6343
H -1.5869 -0.9531 0.9678
H -1.9201 0.5859 -1.6703
H 2.8661 -0.9266 0.2036
H 0.5123 -1.8919 -0.2700
H 2.5560 0.5462 -0.7271
H 2.9912 0.6646 0.9849
H -3.0157 0.5894 -0.2629
H -1.8240 -1.7252 -0.5906
H 0.3466 -0.5242 -1.3695

Output
Kohn-Sham gap: 8.25 eV
charge: 0
LUMO level: 1.0 eV
2S+1: 1

These are the Löwdin partial charges, in e, on atoms 1 to 8:
1 N 0.067
2 C -0.080
3 C -0.070
4 C -0.096
5 C -0.413
6 C -0.260
7 C -0.200
8 H 0.068

=====

Relative stability in kJ/mol, measured from the most stable structure: (P) 0.0; (Q) 346.6

=====

(P)
DFT (ωB97M-V with the def2-TZVPD basis set) results for the molecule C6H11N.

Element x y z (Å)
N 0.0411 -0.0344 1.9164
C 0.1471 0.8899 -0.3545
C 0.5770 0.8658 -1.8341
C -0.4793 2.2024 0.1564
C -0.2186 -2.7562 0.1543
C -0.0325 -0.2334 0.3660
C 0.0082 -1.4736 -0.3634
H -0.7750 -2.8040 1.0949
H -0.1434 -1.4117 -1.4026
H -1.5518 2.3210 -0.2282
H -0.2655 0.6860 2.4307
H 0.2390 1.7451 -2.4729
H 0.1947 0.0064 -2.3108
H -0.2633 -3.6006 -0.5285
H 1.7485 0.8583 -1.7319
H 1.0497 -0.0089 2.1972
H -0.0944 3.0992 -0.5022
H -0.4378 2.3806 1.2906

Output
Kohn-Sham gap: 8.41 eV
charge: 0
LUMO level: 0.6 eV
2S+1: 1
SMILES: C=CC(N)=C(C)C

These are the Löwdin partial charges, in e, on atoms 1 to 8:
1 N 0.063
2 C -0.295
3 C -0.064
4 C -0.077
5 C 0.031
6 C -0.245
7 C -0.141
8 H 0.053

=====

(Q)
DFT (ωB97M-V with the def2-TZVPD basis set) results for the molecule C6H11N.

Element x y z (Å)
N -0.4484 -0.2847 0.6472
C 3.2422 -0.5811 0.2559
C -3.0661 1.5333 -0.7389
C -1.5282 -0.4313 -0.3222
C -1.9131 0.8940 -0.9178
C 0.8333 -0.7337 0.3625
C 1.9684 -0.5261 1.0699
H -2.4026 -0.8591 0.1514
H -1.0692 1.4801 -1.2531
H 2.9994 -0.7196 -0.8108
H 3.5068 0.4897 0.1682
H 1.8571 -0.2620 2.1211
H -0.6513 0.0231 1.5799
H -1.2192 -1.0848 -1.1378
H -3.0575 2.6202 -0.7598
H 0.8458 -1.4043 -0.4914
H 4.0932 -1.1362 0.6405
H -3.9906 0.9827 -0.5647

Output
Kohn-Sham gap: 8.57 eV
charge: 0
LUMO level: 1.2 eV
2S+1: 1
SMILES: C=CCN/C=C/C

These are the Löwdin partial charges, in e, on atoms 1 to 8:
1 N -0.036
2 C -0.133
3 C -0.008
4 C -0.227
5 C -0.178
6 C -0.195
7 C -0.173
8 H 0.108

=====

Relative stability in kJ/mol, measured from the most stable structure: (P) 125.2; (Q) 0.0

=====

(P)
DFT (ωB97M-V with the def2-TZVPD basis set) results for a cluster of 2 separate species, CH3IO2 in total.

Element x y z (Å)
I -0.7750 1.9194 -1.3047
O 1.0211 -0.2706 -0.8896
O -1.1522 -0.8058 0.1309
C 0.7690 0.7921 -0.4414
H 1.4141 1.5317 0.2028
H -0.7991 -1.7964 0.5657
H -1.9429 -1.1622 0.6434

Output
Kohn-Sham gap: 9.93 eV
charge: 0
LUMO level: 0.4 eV
2S+1: 1
SMILES: O=CI.O

Which charges does Löwdin predict for the atoms? In e, they are:
1 I 0.803
2 O -0.070
3 O -0.253
4 C -0.791
5 H 0.085
6 H 0.174
7 H 0.053

=====

(Q)
DFT (ωB97M-V with the def2-TZVPD basis set) results for a cluster of 2 separate species, CH3IO2 in total.

Element x y z (Å)
I 3.1413 0.0786 -0.0249
O -1.7950 -0.7239 -0.0230
O -0.2944 0.9393 0.0797
C -0.5829 -0.2182 -0.0340
H -2.4812 -0.0444 0.0954
H 1.8637 0.9970 0.0734
H 0.1485 -1.0285 -0.1664

Output
Kohn-Sham gap: 10.49 eV
charge: 0
LUMO level: 0.6 eV
2S+1: 1
SMILES: O=CO.I

Which charges does Löwdin predict for the atoms? In e, they are:
1 I 0.451
2 O 0.102
3 O 0.015
4 C -0.440
5 H 0.134
6 H -0.371
7 H 0.110

=====

Relative stability in kJ/mol, measured from the most stable structure: (P) 200.5; (Q) 0.0